{"formula": "C32H34FN6O13P", "method": "ωB97M-V/def2-TZVPD", "symbols": ["C", "O", "C", "C", "C", "C", "O", "C", "O", "C", "O", "N", "C", "O", "F", "P", "N", "H", "H", "H", "H", "H", "H", "H", "H", "H", "H", "H", "H", "H", "H", "O", "N", "O", "C", "C", "C", "C", "C", "C", "H", "H", "H", "H", "H", "O", "N", "O", "C", "C", "C", "C", "C", "C", "H", "H", "H", "H", "H", "O", "N", "O", "C", "C", "C", "C", "C", "C", "H", "H", "H", "H", "H", "O", "N", "O", "C", "C", "C", "C", "C", "C", "H", "H", "H", "H", "H"], "positions_angstrom": [[4.631, 3.485, -0.875], [4.022, 2.703, 0.207], [2.984, 3.517, 0.918], [1.494, 3.159, 0.250], [0.555, 4.378, -0.110], [0.737, 5.247, -1.487], [0.689, 4.614, -2.757], [1.609, 3.704, -3.273], [1.408, 2.367, -3.060], [2.818, 3.912, -4.410], [3.292, 5.087, -4.826], [3.408, 2.715, -5.188], [4.714, 2.255, -4.584], [5.761, 3.092, -4.366], [4.882, 0.825, -4.275], [2.078, 6.646, -1.235], [3.300, 6.627, -2.253], [4.817, 2.828, -1.851], [5.604, 4.082, -0.556], [3.847, 4.297, -1.186], [3.222, 4.658, 0.942], [3.023, 3.098, 2.036], [0.948, 2.553, 1.129], [1.725, 2.336, -0.542], [0.602, 5.179, 0.777], [-0.587, 4.027, -0.118], [-0.270, 5.920, -1.479], [3.604, 3.007, -6.190], [2.489, 6.542, 0.140], [1.450, 7.970, -1.352], [3.273, 7.558, -2.753], [-1.098, 2.300, 2.379], [-1.250, 1.412, 1.528], [-0.324, 0.785, 0.994], [-2.622, 1.084, 1.120], [-3.698, 1.794, 1.670], [-4.999, 1.494, 1.261], [-5.221, 0.492, 0.314], [-4.148, -0.220, -0.224], [-2.843, 0.073, 0.176], [-3.542, 2.578, 2.408], [-5.840, 2.044, 1.677], [-6.236, 0.266, -0.006], [-4.329, -1.002, -0.959], [-2.017, -0.490, -0.256], [-6.814, -1.893, -0.407], [-7.000, -3.047, -0.820], [-7.877, -3.369, -1.634], [-6.123, -4.107, -0.306], [-5.142, -3.795, 0.645], [-4.327, -4.811, 1.149], [-4.490, -6.123, 0.703], [-5.461, -6.429, -0.252], [-6.283, -5.422, -0.761], [-5.003, -2.777, 1.003], [-3.567, -4.580, 1.892], [-3.856, -6.913, 1.102], [-5.579, -7.454, -0.597], [-7.038, -5.678, -1.502], [-2.739, -3.238, -1.697], [-2.253, -4.363, -1.889], [-2.886, -5.337, -2.320], [-0.831, -4.554, -1.579], [-0.085, -3.490, -1.053], [1.261, -3.685, -0.738], [1.856, -4.930, -0.950], [1.113, -5.985, -1.483], [-0.234, -5.803, -1.800], [-0.534, -2.514, -0.882], [1.846, -2.867, -0.323], [2.904, -5.079, -0.697], [1.585, -6.951, -1.648], [-0.800, -6.636, -2.212], [2.788, -2.959, 2.165], [2.371, -2.646, 3.290], [1.551, -3.306, 3.943], [2.881, -1.405, 3.887], [3.781, -0.608, 3.168], [4.244, 0.583, 3.731], [3.813, 0.970, 5.001], [2.924, 0.169, 5.719], [2.453, -1.023, 5.165], [4.126, -0.895, 2.177], [4.938, 1.213, 3.178], [4.172, 1.902, 5.433], [2.596, 0.475, 6.710], [1.758, -1.635, 5.736]], "homo_lumo_gap_ev": 7.3, "homo_energy_ha": -0.3272, "smiles": "COCCC[C@H](OC(=O)C(=O)NC(=O)F)[PH2]=N.O=[N+]([O-])c1ccccc1.O=[N+]([O-])c1ccccc1.O=[N+]([O-])c1ccccc1.O=[N+]([O-])c1ccccc1"}